Record 1
52
Properties=species:S:1:pos:R:3:lowdin_spin:R:1 method="wB97M-V/def2-TZVPD" multiplicity=2 total_energy_ha=-2028.1940 de_lowest_ev=3.658 orbital_gap_ev="4.482 / 4.331" charge=+2 s_squared=0.7781
Ir 0.297 -0.425 -0.819 0.01
C 2.818 1.788 -0.265 0.00
C 1.372 2.278 -0.435 0.01
C 0.709 2.619 0.865 0.00
C 0.511 3.940 1.199 0.00
C -0.060 4.290 2.423 0.00
C -0.401 3.299 3.328 0.00
C -0.154 1.955 3.086 0.00
C -0.537 0.992 4.167 0.00
C 0.550 0.893 5.255 0.00
C 0.396 1.593 1.815 0.00
N 0.571 0.312 1.395 0.00
C 0.947 -0.682 2.172 0.00
C 1.085 -1.964 1.647 0.00
C 1.546 -3.158 2.261 0.00
C 1.572 -4.110 1.274 0.00
C 1.124 -3.476 0.077 0.00
N 0.829 -2.211 0.295 0.00
H 3.345 1.837 -1.213 0.00
H 2.865 0.758 0.095 0.00
H 3.343 2.423 0.447 0.00
H 0.775 1.470 -0.977 0.00
H 1.359 3.154 -1.088 0.00
H 0.814 4.708 0.505 0.00
H -0.251 5.327 2.652 0.00
H -0.878 3.571 4.257 0.00
H -0.767 -0.001 3.774 0.00
H -1.441 1.374 4.646 0.00
H 1.519 0.606 4.852 0.00
H 0.253 0.155 5.996 0.00
H 0.678 1.845 5.763 0.00
H 1.270 -0.509 3.190 0.00
H 1.805 -3.260 3.296 0.00
H 1.868 -5.135 1.363 0.00
H 1.017 -3.933 -0.891 0.00
Cl -3.162 -2.552 -6.553 0.10
C -1.981 -1.946 -5.490 0.20
C -0.665 -1.828 -5.919 -0.01
C 0.329 -1.357 -5.079 0.15
I 2.320 -1.139 -5.679 0.08
C 0.043 -0.981 -3.732 0.14
O 0.931 -0.569 -2.945 0.21
C -1.341 -1.080 -3.301 0.06
N -1.603 -0.661 -2.043 0.02
C -2.852 -0.640 -1.614 0.00
C -3.915 -1.091 -2.398 0.01
C -3.669 -1.569 -3.665 0.01
C -2.355 -1.542 -4.167 0.03
H -0.412 -2.111 -6.930 0.00
H -3.027 -0.249 -0.621 0.00
H -4.914 -1.062 -1.995 0.00
H -4.475 -1.947 -4.275 0.00


Record 2
55
Properties=species:S:1:pos:R:3:mulliken_charge:R:1 method="wB97M-V/def2-TZVPD" total_energy_ha=-1899.4369 de_lowest_ev=17.505 orbital_gap_ev=7.186
C 6.987 2.017 0.282 -1.72
C 5.697 1.551 0.597 0.46
O 4.775 2.310 -0.272 -0.41
C 3.360 1.881 -0.174 0.14
C 2.775 0.891 0.659 0.07
C 1.339 0.711 0.850 -2.11
C 0.487 1.249 0.007 -0.30
C 1.091 2.275 -1.216 -0.55
C 2.412 2.537 -1.187 -0.86
H 2.941 3.133 -1.825 0.60
H 0.410 2.922 -1.804 0.47
N -0.916 1.154 -0.278 0.15
C -1.354 0.268 -1.371 0.58
N -2.574 0.150 -1.328 -0.40
C -3.393 0.257 -0.413 0.32
C -2.978 0.862 0.995 -0.18
N -3.877 0.821 1.841 -0.07
C -5.080 0.375 1.336 0.02
C -6.207 0.395 1.741 -0.51
C -7.310 -0.270 1.151 -0.75
C -7.054 -0.780 -0.350 -0.55
C -5.873 -0.546 -0.660 -0.63
C -4.763 0.080 0.000 0.40
H -5.600 -0.941 -1.638 0.32
H -7.801 -1.072 -1.068 0.39
H -8.192 -0.417 1.424 0.66
H -6.515 0.456 2.800 0.27
H -3.777 1.554 2.671 0.37
C -1.631 1.300 1.108 0.77
O -1.011 1.849 2.026 -0.67
S -0.330 0.211 -2.718 -0.18
C -0.475 -1.747 -2.671 -1.10
C 0.314 -2.080 -1.255 0.62
O -0.303 -2.696 -0.329 -0.68
N 1.592 -1.939 -1.336 0.03
C 2.564 -1.835 -0.273 0.56
N 3.802 -1.669 -0.639 -0.65
O 4.407 -1.928 0.970 -0.35
C 3.516 -2.438 1.592 0.53
C 2.191 -2.442 1.083 -0.81
H 1.469 -3.021 1.546 0.60
C 3.880 -2.771 3.168 -1.33
H 4.083 -1.988 3.554 0.50
H 4.917 -3.515 2.883 0.26
H 3.180 -3.407 3.356 0.42
H 2.163 -1.492 -2.176 0.36
H -1.411 -2.114 -2.454 0.54
H 0.164 -2.267 -3.400 0.46
H 0.996 0.225 1.430 1.97
H 3.234 0.679 1.620 0.43
H 5.374 1.872 1.602 0.22
H 5.475 0.517 0.429 0.09
H 7.867 1.595 0.727 0.44
H 7.088 3.011 0.405 0.42
H 7.241 1.688 -0.724 0.34


Record 3
55
Properties=species:S:1:pos:R:3:mulliken_charge:R:1 method="wB97M-V/def2-TZVPD" total_energy_ha=-1576.8271 de_lowest_ev=0.714 orbital_gap_ev=6.084 smiles="N#Cc1cc([N+](=O)[O-])cc2c1no[n+]2[O-].OC(c1ccccc1)(c1ccccc1)[C@@H]1CCCN1"
N -6.196 -0.764 7.986 -0.43
C -5.783 -0.626 6.896 0.01
C -5.268 -0.448 5.566 0.42
C -5.948 -0.021 4.425 -0.50
C -5.304 0.009 3.154 -0.06
N -6.209 0.024 2.040 0.93
O -7.428 0.091 2.344 -0.57
O -5.805 -0.068 0.869 -0.56
C -3.960 -0.394 2.956 -0.48
C -3.335 -0.898 4.091 0.31
C -3.928 -0.896 5.377 0.30
N -3.350 -1.748 6.249 -0.48
O -2.361 -2.382 5.469 -0.16
N -2.339 -1.884 4.148 0.74
O -1.615 -2.393 3.305 -0.62
H -7.015 0.166 4.484 0.52
H -3.497 -0.457 1.984 0.63
O 3.663 -0.322 -1.082 -0.72
C 2.455 0.053 -1.732 2.57
C 2.666 -0.440 -3.172 -0.50
C 3.341 -1.649 -3.350 -0.28
C 3.600 -2.113 -4.648 -0.80
C 3.176 -1.376 -5.761 -0.40
C 2.473 -0.184 -5.574 -0.99
C 2.212 0.291 -4.278 0.18
C 1.242 -0.587 -1.057 -0.58
C 1.291 -0.813 0.318 -0.88
C 0.129 -1.209 0.984 -0.42
C -1.054 -1.430 0.269 -0.19
C -1.069 -1.273 -1.121 -1.22
C 0.087 -0.862 -1.798 -0.38
C 2.245 1.561 -1.601 -0.43
C 3.447 2.360 -2.151 -0.63
C 3.692 3.475 -1.128 -0.55
C 2.757 3.202 0.067 -0.76
N 2.082 1.954 -0.227 -0.19
H 3.768 0.160 -0.239 0.49
H 3.689 -2.215 -2.478 0.41
H 4.139 -3.051 -4.781 0.38
H 3.392 -1.727 -6.771 0.39
H 2.124 0.402 -6.426 0.39
H 1.665 1.230 -4.125 0.38
H 2.227 -0.690 0.874 0.29
H 0.169 -1.352 2.061 0.41
H -1.954 -1.749 0.795 0.60
H -1.978 -1.478 -1.686 0.37
H 0.099 -0.741 -2.884 0.44
H 1.340 1.854 -2.164 0.55
H 4.333 1.721 -2.286 0.35
H 3.164 2.759 -3.130 0.30
H 4.748 3.504 -0.838 0.29
H 3.427 4.437 -1.577 0.27
H 3.357 3.119 0.983 0.32
H 2.044 4.030 0.208 0.31
H 1.154 1.840 0.164 0.27


Record 4
56
Properties=species:S:1:pos:R:3:lowdin_spin:R:1 method="wB97M-V/def2-TZVPD" multiplicity=2 total_energy_ha=-2521.1893 orbital_gap_ev="5.399 / 4.949" s_squared=0.8235
V 0.056 0.254 -0.208 0.81
O -1.125 -1.174 -0.543 0.03
C -2.298 -1.109 -1.255 0.00
C -2.023 -1.192 -2.787 0.00
N -0.771 -0.510 -3.044 0.00
C 0.125 -1.209 -3.934 0.00
C 0.668 -2.524 -3.368 0.00
O 1.365 -3.230 -4.050 0.00
O 0.358 -2.840 -2.124 0.00
C -0.868 0.913 -3.282 0.00
C 0.073 1.722 -2.351 0.00
O -0.029 2.937 -2.303 0.00
O 0.892 1.031 -1.663 -0.01
H -0.167 -2.152 -1.620 0.00
H -2.837 -0.169 -1.049 0.00
H -2.947 -1.946 -0.951 0.00
H -2.860 -0.762 -3.359 0.00
H -1.921 -2.241 -3.076 0.00
H 1.001 -0.583 -4.133 0.00
H -0.333 -1.444 -4.911 0.00
H -1.877 1.269 -3.054 0.00
H -0.644 1.185 -4.321 0.00
C 3.400 -2.365 -0.669 0.00
C 2.400 -1.429 -0.938 0.04
N 1.550 -1.004 -0.017 0.01
C 1.734 -1.428 1.254 0.03
C 2.754 -2.331 1.639 0.00
C 3.574 -2.839 0.612 0.04
C 2.895 -2.631 3.020 -0.01
C 2.129 -2.003 3.957 -0.01
C 1.105 -1.087 3.593 0.00
C 0.307 -0.379 4.513 0.05
C -0.719 0.403 4.016 0.00
C -0.926 0.493 2.649 0.04
N -0.117 -0.063 1.736 0.02
C 0.874 -0.854 2.220 0.03
H 4.012 -2.718 -1.483 0.00
H 2.294 -1.003 -1.927 0.00
H 4.340 -3.566 0.843 0.00
H 3.649 -3.348 3.318 0.00
H 2.278 -2.191 5.011 0.00
H 0.488 -0.468 5.571 0.00
H -1.382 0.936 4.682 0.00
H -1.788 1.025 2.274 0.00
N -2.655 6.344 2.582 -0.02
C -2.284 5.420 2.007 -0.01
C -1.833 4.271 1.333 -0.03
C -2.734 3.366 0.755 0.00
C -2.239 2.221 0.176 -0.02
N -0.935 1.914 0.121 -0.02
C -0.073 2.815 0.621 -0.02
C -0.462 3.979 1.238 0.00
H -3.796 3.559 0.777 0.00
H -2.923 1.500 -0.259 0.00
H 0.982 2.566 0.528 0.00
H 0.269 4.668 1.631 0.00


Record 5
52
Properties=species:S:1:pos:R:3:mulliken_charge:R:1 method="wB97M-V/def2-TZVPD" total_energy_ha=-2547.9447 de_lowest_ev=0.000 orbital_gap_ev=6.759 charge=-1
Ag 2.407 0.676 -0.789 -0.92
C -5.131 -0.441 -0.857 -1.62
C -3.955 -1.103 -0.125 2.11
C -3.142 -1.900 -1.144 -2.19
C -4.507 -2.077 0.924 -1.61
C -3.113 -0.027 0.567 0.34
C -3.713 0.798 1.542 -0.42
C -3.013 1.789 2.200 -1.24
C -1.667 1.973 1.884 1.22
S -0.508 3.102 2.498 -0.45
C 0.709 2.409 1.426 0.94
N 0.283 1.444 0.694 0.01
C -1.056 1.169 0.926 -2.16
C -1.777 0.169 0.267 0.23
C 2.113 2.917 1.389 1.10
C 2.475 3.936 2.275 -0.70
C 3.768 4.431 2.278 -0.67
C 4.685 3.891 1.382 -0.51
C 4.302 2.877 0.511 0.10
C 3.007 2.341 0.470 -0.95
H -5.739 -1.200 -1.358 0.43
H -4.772 0.264 -1.610 0.38
H -5.778 0.106 -0.167 0.32
H -3.785 -2.653 -1.607 0.43
H -2.300 -2.418 -0.678 0.43
H -2.743 -1.264 -1.937 0.43
H -5.108 -2.852 0.441 0.43
H -5.139 -1.567 1.655 0.32
H -3.693 -2.563 1.467 0.38
H -4.759 0.657 1.788 0.36
H -3.505 2.405 2.943 0.36
H -1.252 -0.423 -0.470 0.85
H 1.753 4.349 2.974 0.26
H 4.056 5.219 2.964 0.37
H 5.705 4.263 1.367 0.36
H 5.051 2.485 -0.169 0.36
Cl 4.614 -2.509 3.193 -0.20
C 2.953 -2.283 2.579 -0.42
Cl 2.807 -0.988 1.415 0.04
H 2.323 -2.054 3.430 0.27
H 2.651 -3.210 2.108 0.27
F 2.230 -3.745 -5.296 -0.36
C 2.229 -2.792 -4.315 0.65
C 2.011 -1.477 -4.659 -0.76
C 2.014 -0.517 -3.642 0.44
C 2.226 -0.824 -2.291 -0.89
C 2.438 -2.184 -2.024 0.41
C 2.443 -3.175 -3.010 -0.89
H 1.845 -1.213 -5.697 0.39
H 1.838 0.513 -3.938 0.35
H 2.609 -2.503 -1.000 0.19
H 2.611 -4.220 -2.775 0.39


Record 6
62
Properties=species:S:1:pos:R:3:mulliken_charge:R:1 method="wB97M-V/def2-TZVPD" total_energy_ha=-4788.7052 de_lowest_ev=1.384 orbital_gap_ev=6.793 charge=+1
Ta 0.478 0.754 3.144 1.03
S -2.949 -2.409 2.404 0.01
C -2.699 -2.200 4.082 -0.38
C -1.722 -1.302 4.311 -0.55
N -1.165 -0.782 3.149 0.17
C -1.747 -1.293 2.073 0.56
H -3.279 -2.735 4.815 0.47
H -1.368 -0.981 5.271 0.39
H -1.501 -1.007 1.061 -0.20
O 0.203 2.718 2.658 -0.54
C -0.137 2.400 1.452 0.86
O -0.525 1.182 1.352 0.59
C 0.004 3.287 0.290 -0.75
C -0.234 2.647 -1.083 -1.47
Ge -0.110 0.713 -1.555 1.63
C -1.792 -0.185 -1.181 0.01
C -2.930 0.491 -0.740 -0.21
C -4.124 -0.182 -0.522 -0.73
C -4.197 -1.550 -0.747 -0.62
C -3.077 -2.242 -1.187 -0.86
C -1.884 -1.562 -1.401 0.07
C 1.295 -0.500 -0.920 -0.09
C 2.254 -0.883 -1.859 -0.45
C 3.186 -1.879 -1.590 -0.77
C 3.172 -2.537 -0.376 -0.82
C 2.227 -2.185 0.580 -0.93
C 1.311 -1.184 0.305 0.34
C 0.040 0.886 -3.490 0.18
C -0.901 0.312 -4.343 -0.34
C -0.802 0.467 -5.719 -0.74
C 0.242 1.197 -6.264 -0.52
C 1.188 1.777 -5.430 -0.87
C 1.082 1.623 -4.057 -0.24
H 1.009 3.713 0.375 0.41
H -0.665 4.135 0.484 0.38
H 0.441 3.139 -1.781 0.40
H -1.237 2.892 -1.436 0.52
H -2.898 1.561 -0.566 0.25
H -5.000 0.358 -0.186 0.46
H -5.131 -2.074 -0.587 0.43
H -3.136 -3.306 -1.376 0.45
H -1.013 -2.110 -1.744 0.48
H 2.263 -0.407 -2.832 0.41
H 3.917 -2.146 -2.342 0.46
H 3.894 -3.315 -0.166 0.42
H 2.214 -2.684 1.541 0.50
H 0.632 -0.957 1.130 0.75
H -1.728 -0.259 -3.936 0.30
H -1.543 0.018 -6.368 0.41
H 0.319 1.317 -7.336 0.39
H 2.005 2.349 -5.852 0.42
H 1.834 2.084 -3.422 0.39
F 5.049 -0.965 1.967 -0.19
B 4.594 -0.558 3.129 0.60
F 3.601 -1.210 3.711 -0.19
F 5.093 0.504 3.715 -0.20
F 2.100 0.644 2.295 -0.51
O 0.980 0.918 6.977 -0.57
S 0.797 0.909 5.588 1.19
O 0.848 -0.462 4.852 -0.54
O -0.532 1.401 5.005 -0.55
O 1.754 1.658 4.678 -0.54


Record 7
58
Properties=species:S:1:pos:R:3:lowdin_spin:R:1 method="wB97M-V/def2-TZVPD" multiplicity=2 total_energy_ha=-8300.3351 de_lowest_ev=2.396 orbital_gap_ev="5.647 / 5.776" charge=+1 s_squared=0.7750
Ru -1.239 1.492 -0.663 0.65
C -0.084 1.884 4.272 0.00
N 0.837 1.612 3.176 0.00
C 2.033 0.933 3.282 0.00
C 2.544 0.835 2.046 0.00
N 1.656 1.467 1.178 0.00
C 0.594 1.915 1.892 0.01
S -0.869 2.645 1.385 0.05
C 2.002 1.708 -0.187 0.00
C 3.342 1.950 -0.459 0.00
C 3.739 2.069 -1.778 0.00
C 2.784 1.953 -2.772 0.00
C 1.468 1.770 -2.400 0.00
N 1.068 1.656 -1.127 0.00
H 0.418 1.639 5.203 0.00
H -0.980 1.277 4.156 0.00
H -0.359 2.935 4.274 0.00
H 2.398 0.564 4.223 0.00
H 3.437 0.354 1.693 0.00
H 4.050 2.062 0.348 0.00
H 4.777 2.256 -2.018 0.00
H 3.041 2.022 -3.819 0.00
H 0.684 1.702 -3.142 0.00
Br -1.809 1.128 -3.012 0.10
C -0.729 3.835 -1.579 0.07
Br 0.765 4.723 -0.972 0.02
H -1.651 4.198 -1.162 0.00
H -0.691 3.530 -2.612 0.00
O -0.583 -0.129 -0.019 0.11
C -0.807 -1.543 -0.258 0.01
C -0.336 -2.167 1.043 0.00
C 0.279 -3.368 1.220 0.00
C 0.502 -3.676 2.591 0.00
C 0.060 -2.695 3.422 0.00
S -0.646 -1.401 2.553 0.00
C 0.129 -1.960 -1.377 0.00
C 1.442 -1.593 -1.465 0.00
C 2.121 -2.202 -2.549 0.00
C 1.311 -3.042 -3.252 0.00
S -0.266 -3.091 -2.606 0.00
C -2.258 -1.868 -0.530 0.00
C -2.938 -1.813 -1.715 0.00
C -4.315 -2.126 -1.584 0.00
C -4.656 -2.415 -0.298 0.00
S -3.314 -2.343 0.749 0.00
H 0.558 -4.012 0.398 0.00
H 0.974 -4.583 2.936 0.00
H 0.106 -2.667 4.499 0.00
H 1.906 -0.927 -0.752 0.00
H 3.161 -2.035 -2.790 0.00
H 1.559 -3.636 -4.116 0.00
H -2.483 -1.533 -2.650 0.00
H -5.014 -2.133 -2.406 0.00
H -5.625 -2.693 0.085 0.00
I -3.978 3.093 -0.344 -0.03
C -3.149 1.132 -0.185 -0.02
H -3.694 0.496 -0.873 0.00
H -3.275 0.815 0.847 0.00


Record 8
57
Properties=species:S:1:pos:R:3:lowdin_spin:R:1 method="wB97M-V/def2-TZVPD" multiplicity=5 total_energy_ha=-5529.5698 de_lowest_ev=0.000 orbital_gap_ev="6.323 / 6.513" charge=+2 s_squared=6.0552
Mn 0.024 0.303 0.084 3.79
N -1.555 3.347 2.366 0.02
C -2.958 3.490 2.128 0.00
C -3.769 4.041 3.100 0.00
C -5.137 4.125 2.870 0.00
C -5.681 3.625 1.699 0.00
C -4.861 3.043 0.738 0.00
C -3.494 3.001 0.947 0.00
S -2.403 2.430 -0.323 0.00
N -1.142 1.804 0.672 -0.02
C -0.830 2.382 1.799 0.02
C 0.407 1.882 2.460 0.01
C 0.910 2.331 3.661 0.00
C 2.084 1.768 4.149 0.01
C 2.707 0.767 3.426 0.00
C 2.136 0.350 2.236 0.01
N 1.017 0.901 1.764 -0.01
H -1.208 3.777 3.209 0.00
H -3.344 4.409 4.027 0.00
H -5.776 4.577 3.616 0.00
H -6.746 3.687 1.526 0.00
H -5.279 2.649 -0.179 0.00
H 0.413 3.103 4.232 0.00
H 2.499 2.110 5.087 0.00
H 3.619 0.302 3.771 0.00
H 2.569 -0.445 1.645 0.00
Br -0.650 -1.834 3.038 0.01
C -1.637 -2.140 1.461 0.01
C -2.593 -3.141 1.437 0.00
C -3.306 -3.331 0.264 0.00
C -3.045 -2.521 -0.833 0.00
C -2.074 -1.552 -0.708 0.01
N -1.370 -1.361 0.422 0.06
C -1.731 -0.632 -1.850 0.01
O -2.234 -0.726 -2.929 0.01
O -0.806 0.284 -1.543 0.02
H -2.767 -3.747 2.314 0.00
H -4.060 -4.104 0.211 0.00
H -3.570 -2.619 -1.772 0.00
N 1.580 -0.693 -0.666 0.01
C 2.221 -0.963 -1.605 0.02
N 2.906 -1.271 -2.638 0.01
C 4.336 -0.892 -2.780 0.00
C 5.154 -2.126 -3.123 0.00
C 4.579 -2.846 -4.340 0.00
C 3.118 -3.224 -4.111 0.00
C 2.283 -2.000 -3.777 0.00
H 4.659 -0.428 -1.850 0.00
H 4.390 -0.149 -3.579 0.00
H 5.171 -2.799 -2.262 0.00
H 6.182 -1.811 -3.309 0.00
H 5.165 -3.738 -4.555 0.00
H 4.656 -2.198 -5.219 0.00
H 3.042 -3.948 -3.295 0.00
H 2.694 -3.692 -5.000 0.00
H 1.261 -2.253 -3.499 0.00
H 2.248 -1.302 -4.616 0.00